DFT (ωB97M-V/def2-TZVPD) results for C37H35BrClF4IN2OPRuSi as an isolated structure.

The geometry in XYZ format:
```
85
Properties=species:S:1:pos:R:3:forces:R:3
I -2.736 -3.530 -3.392 -0.05 0.06 -0.02
Ru -0.603 0.351 -0.334 -0.05 0.30 -0.19
Br -2.338 1.883 -1.575 0.06 0.01 0.03
Cl 0.983 -1.137 -6.879 0.01 0.01 -0.01
P 0.023 2.176 0.773 0.15 0.20 0.19
Si -0.480 -2.460 -0.015 0.07 -0.35 -0.12
F -2.860 4.455 -2.889 0.03 0.03 0.03
F -1.866 6.915 -2.424 0.01 -0.02 0.03
F -0.038 7.274 -0.440 -0.02 -0.03 -0.02
F 0.770 5.241 1.027 -0.06 -0.04 -0.05
O -1.108 -1.538 -1.396 -0.07 0.24 0.12
N 1.154 -1.739 2.975 0.00 0.08 0.00
N 0.472 0.597 -2.046 -0.05 -0.24 -0.22
C -1.826 -3.135 2.344 -0.02 0.03 0.04
C 0.324 -1.197 -5.286 -0.07 -0.05 0.06
C -0.534 3.680 -0.189 -0.04 -0.05 -0.02
C 2.692 1.520 0.506 -0.08 -0.02 -0.04
C -1.168 -2.207 -3.690 0.03 -0.02 -0.07
C 0.210 -0.358 -3.011 -0.05 0.08 0.15
C 1.889 1.726 -3.616 0.02 -0.07 -0.19
C 1.635 0.804 -4.589 0.02 0.12 0.12
C -2.487 -4.514 0.390 0.03 -0.06 0.01
C 0.817 -3.701 -0.619 0.04 0.18 -0.05
C -1.061 2.290 4.746 0.01 -0.01 0.01
C -0.638 -2.116 -4.993 0.08 0.07 -0.04
C 0.343 -4.700 -1.677 -0.06 -0.07 0.00
C -0.862 2.426 2.348 -0.07 0.03 -0.07
C -0.516 6.066 -0.700 0.01 0.01 0.08
C 4.552 2.473 1.686 -0.02 0.00 -0.02
C -2.054 -3.112 0.825 0.01 0.06 0.01
C 0.256 -1.008 0.825 0.00 0.01 0.15
C -1.448 5.890 -1.703 0.01 0.00 -0.04
C 1.298 -4.466 0.625 -0.08 -0.07 0.05
C -2.410 2.596 4.661 -0.01 0.00 0.00
C 2.017 -2.919 -1.187 -0.01 -0.08 0.03
C -2.992 2.815 3.420 0.00 0.01 0.00
C -1.943 4.617 -1.939 -0.06 -0.01 -0.09
C 1.806 2.381 1.156 -0.04 -0.02 -0.03
C 2.317 3.260 2.114 -0.02 0.01 0.03
C -0.686 -1.415 -2.681 0.01 -0.09 -0.06
C -0.289 2.202 3.596 0.03 -0.03 0.01
C -0.094 4.975 0.047 0.10 0.05 0.04
C 3.678 3.307 2.371 -0.01 0.00 0.01
C -3.191 -2.116 0.542 -0.03 -0.08 0.01
C -2.224 2.728 2.271 0.02 0.00 0.00
C 0.901 -0.822 2.003 0.13 -0.19 0.05
C 0.748 -0.255 -4.310 -0.04 -0.07 -0.05
C 1.263 1.599 -2.371 -0.02 0.10 0.14
C 4.054 1.570 0.759 0.04 0.01 0.00
C -1.491 3.544 -1.199 -0.01 -0.04 0.03
H -4.044 3.057 3.347 0.00 -0.01 0.00
H 2.829 -3.618 -1.413 0.00 0.00 0.01
H 1.158 -5.397 -1.900 0.00 -0.01 0.00
H -2.712 -4.563 -0.673 0.01 -0.03 0.02
H 1.422 2.361 -1.621 -0.01 -0.04 0.00
H -0.517 -5.289 -1.354 0.06 0.04 -0.01
H 1.354 0.133 2.246 -0.04 0.07 -0.03
H 0.717 -2.642 2.958 -0.07 -0.04 0.01
H -3.009 2.667 5.559 0.00 0.00 0.00
H -1.014 -3.808 2.640 -0.04 0.00 -0.04
H 5.614 2.519 1.885 0.00 -0.01 0.01
H 4.056 3.995 3.115 0.00 0.00 0.00
H 2.395 -2.181 -0.476 -0.01 0.01 -0.01
H 0.764 1.969 3.684 -0.03 -0.04 0.00
H -2.691 2.896 1.307 -0.01 0.00 0.02
H -2.732 -3.504 2.835 0.01 -0.01 0.00
H 0.492 -5.024 1.112 0.04 0.03 -0.03
H -3.392 -4.798 0.936 -0.01 0.01 -0.01
H 2.300 0.774 -0.174 0.01 -0.02 0.05
H -1.726 -5.266 0.614 -0.04 0.04 -0.01
H 4.720 0.892 0.242 0.01 0.01 0.00
H 1.658 3.898 2.684 -0.01 0.04 -0.06
H 2.541 2.570 -3.786 0.00 -0.01 -0.02
H 0.078 -4.205 -2.612 0.06 -0.04 0.04
H -4.081 -2.409 1.107 0.01 -0.01 0.02
H -0.602 2.125 5.712 0.00 0.00 0.00
H -3.457 -2.092 -0.516 0.00 0.02 0.03
H -0.998 -2.785 -5.761 0.01 0.02 -0.02
H -1.628 -2.136 2.736 0.07 0.01 0.01
H 1.524 -1.436 3.858 0.00 0.00 -0.01
H 1.756 -3.799 1.358 0.02 0.00 -0.01
H -2.932 -1.099 0.858 0.01 0.00 -0.01
H 2.058 -5.195 0.327 0.01 0.01 0.02
H 2.074 0.885 -5.573 0.01 0.00 0.00
H 1.770 -2.406 -2.119 -0.02 0.01 -0.01
```
Positions in Å, forces in eV/Å.

Properties
LUMO level, eV: -3.2
Highest occupied orbital energy, eV: -9.9
Net charge: +1
Energy above the lowest of the compared OMol25 structures with the same formula, charge and spin, kcal per mole: 0.00
Orbital gap, eV: 6.708